Model P:
C6H13N2 as an isolated structure. Source: the OMol25 dataset; level of theory: ωB97M-V with the def2-TZVPD basis set.

```
21
Properties=species:S:1:pos:R:3
C 1.330 -1.153 0.891
C 0.292 0.673 2.119
H 0.621 -1.424 -2.651
H -1.605 0.400 2.983
H -1.870 -0.926 -1.545
H 1.200 -1.717 -0.032
C -0.674 0.943 2.985
H -0.262 -0.193 -3.585
H 1.469 -1.868 1.706
H 0.803 1.624 -2.301
N -0.986 -0.440 -1.606
H -0.985 1.247 -0.271
C -0.470 0.547 -0.907
C 0.726 0.668 -1.785
C 0.081 -0.481 -2.591
H 1.687 0.438 -1.333
H -0.560 1.702 3.734
N 0.171 -0.301 1.117
H -0.670 -0.858 1.258
H 1.237 1.196 2.120
H 2.228 -0.542 0.823
```

lowest unoccupied orbital energy	-3.589	eV
highest occupied orbital energy	-12.595	eV
total charge	+1
Kohn-Sham gap	9.01	eV

Results of the Löwdin charge analysis, in e, for atoms 1 through 8:
1. C -0.072
2. C -0.220
3. H 0.125
4. H 0.064
5. H 0.174
6. H 0.082
7. C 0.048
8. H 0.133

=====

Model Q:
An isolated ion of composition C6H13N2 and charge +1. Source: the OMol25 dataset; level of theory: ωB97M-V with the def2-TZVPD basis set.

```
21
Properties=species:S:1:pos:R:3
H -2.563 1.296 -1.425
H -0.239 -1.996 -0.855
H 2.344 -2.388 -0.363
H 3.411 -1.386 0.617
H 0.137 -0.218 1.273
H 2.250 0.432 0.556
C 2.367 -1.615 0.334
C 1.796 -0.324 -0.125
H -2.126 -1.072 -2.001
C -1.570 1.663 1.177
H -0.690 1.594 1.879
C 0.314 -0.354 0.147
H -2.195 2.489 1.378
N -0.520 -1.034 -0.738
N -1.719 0.821 -1.185
H 1.980 -0.088 -1.199
C -1.511 -0.480 -1.324
H 1.912 -1.782 1.291
H -2.074 0.719 1.403
C -1.003 1.557 -0.187
H -0.304 2.166 -0.653
```

lowest unoccupied orbital energy	-3.805	eV
highest occupied orbital energy	-12.745	eV
total charge	+1
Kohn-Sham gap	8.94	eV

Results of the Löwdin charge analysis, in e, for atoms 1 through 8:
1. H 0.162
2. H 0.180
3. H 0.063
4. H 0.102
5. H 0.145
6. H 0.134
7. C -0.102
8. C -0.246

=====

Model R:
A 2-piece molecular cluster, C6H13N2 overall. Source: the OMol25 dataset; level of theory: ωB97M-V with the def2-TZVPD basis set.

```
21
Properties=species:S:1:pos:R:3
C 1.613 -2.438 -0.333
H 0.381 -4.426 1.830
H 0.955 1.879 0.371
H -1.348 -3.848 2.112
C -0.087 1.729 0.099
C 0.047 4.184 -0.091
H 0.191 1.192 -2.021
H -0.469 5.086 -0.391
C -0.526 -2.988 0.397
H -1.430 -2.350 0.176
C -0.337 0.877 -1.116
H -1.445 0.778 -1.303
C -0.483 -3.791 1.478
N -0.620 3.067 -0.173
H 1.016 4.081 0.379
N 0.438 -2.856 -0.642
H -1.578 3.134 -0.564
H 0.046 -0.093 -0.819
H -0.679 1.347 0.910
H 1.931 -2.286 0.761
H 2.386 -2.277 -1.060
```

lowest unoccupied orbital energy	-5.343	eV
highest occupied orbital energy	-11.716	eV
total charge	+1
Kohn-Sham gap	6.37	eV

Results of the Löwdin charge analysis, in e, for atoms 1 through 8:
1. C -0.058
2. H 0.082
3. H 0.134
4. H 0.040
5. C -0.190
6. C 0.218
7. H 0.096
8. H 0.127

=====

Model S:
An isolated ion of composition C6H13N2 and charge +1. Source: the OMol25 dataset; level of theory: ωB97M-V with the def2-TZVPD basis set.

```
21
Properties=species:S:1:pos:R:3
H 1.970 -2.164 -0.289
H -1.920 1.149 1.043
N -0.707 -0.112 -0.065
H -0.593 1.847 -0.484
H 1.208 1.172 1.363
C -1.842 -0.443 -1.133
C 1.249 1.181 0.264
H 3.016 0.209 0.332
H -1.549 0.002 -2.058
C 1.431 -1.288 -0.035
H 1.504 2.233 0.139
C 0.116 -1.300 0.097
H -0.398 -2.195 0.268
N -0.005 1.020 -0.522
C 2.086 0.033 -0.200
H -0.452 0.657 1.817
C -1.279 0.252 1.223
H -2.895 -0.179 -0.868
H -1.556 -0.735 1.727
H 2.385 0.169 -1.326
H -1.768 -1.509 -1.293
```

structure (SMILES)	C[N+]1(C)C=CCCN1
lowest unoccupied orbital energy	-2.738	eV
highest occupied orbital energy	-14.302	eV
total charge	+1
Kohn-Sham gap	11.56	eV

Results of the Löwdin charge analysis, in e, for atoms 1 through 8:
1. H 0.124
2. H 0.133
3. N -0.329
4. H 0.143
5. H 0.118
6. C 0.094
7. C -0.180
8. H 0.124

=====

Which one is most stable, and which one is least stable? model P is the most stable of them, while model S is the least stable.

=====

Model P:
C54H55AsN4RuS2 as an isolated structure. Source: the OMol25 dataset; level of theory: ωB97M-V with the def2-TZVPD basis set.

```
117
Properties=species:S:1:pos:R:3
H -4.767 -5.483 0.968
H -0.357 -6.268 2.064
H 4.289 -2.533 -1.382
H -3.907 2.441 -1.682
C -0.793 5.047 1.479
H 2.083 -0.026 -2.055
H -2.039 2.265 -5.518
H -0.283 -3.348 -1.960
C -0.840 1.864 -3.837
H -0.208 3.787 -1.415
H 2.369 5.289 1.442
H 5.171 0.275 2.620
C -3.183 -3.210 -3.470
C 6.798 3.419 0.204
H -2.419 -1.265 -2.975
C -3.524 -3.610 -0.754
H -4.935 -5.256 3.442
H 2.065 2.403 -2.414
H 1.691 6.234 0.032
H 3.557 -2.182 2.437
C -3.920 -4.579 -1.653
H 2.054 1.985 -0.698
C -3.134 2.487 -3.687
H -3.874 -3.232 4.543
H -4.374 -5.497 -1.297
C 4.638 1.208 2.377
H 3.976 1.381 -2.656
C 2.117 5.255 0.358
S -1.741 1.654 0.061
H -2.102 5.783 3.007
C 0.098 4.043 1.121
H 1.592 0.730 -3.593
C -0.764 1.583 -2.467
H 3.329 -3.588 1.318
H -2.746 -1.555 3.226
C 0.549 -3.762 -0.013
H 6.771 3.610 -1.925
C 1.255 0.260 -2.682
H 4.527 -1.020 -2.236
C 4.792 1.453 -0.098
C -3.216 -2.372 2.714
C -1.293 3.890 3.534
C 2.795 -1.570 0.531
C -4.301 -0.100 0.358
C 6.384 3.058 -1.091
H 3.592 0.978 2.135
N 3.739 0.553 -0.188
C -3.096 -2.513 1.339
C -0.007 -5.280 1.757
H 0.452 -1.058 3.053
C -0.682 2.748 3.038
H -0.772 1.804 3.592
H -0.838 5.943 0.868
C -6.378 0.705 -0.575
H 0.154 -4.596 3.776
H -0.258 -5.739 -0.348
C 6.208 2.865 1.327
H 1.396 4.428 -1.880
H 7.579 4.158 0.319
C -3.779 -4.376 -3.021
H 1.736 -2.005 3.837
C -4.714 0.402 1.597
C -4.323 -4.626 1.476
H -1.714 3.886 4.529
C 0.073 2.839 1.890
C 1.427 2.326 -1.517
C 0.697 -3.530 -1.478
C 5.210 1.892 1.158
N 0.462 1.205 -1.817
As -2.565 -1.068 0.161
C -2.843 -2.179 -2.581
H -4.069 2.712 -4.157
H 5.086 2.648 -3.225
H 5.668 0.961 -3.058
H -3.086 -3.023 -4.524
C 0.602 -3.081 2.351
C 0.711 -2.047 3.439
N 1.137 4.179 0.164
H 0.060 1.787 -4.482
H 6.465 3.223 2.319
S 0.917 1.363 1.343
C -3.015 -2.371 -1.212
H 1.364 -2.694 -1.675
C -5.923 1.085 1.749
C -1.903 1.813 -1.680
N 1.455 -1.530 0.542
H 4.684 -2.420 1.139
C 3.603 -2.533 1.380
C 3.705 -0.738 -0.311
C -3.851 -3.367 3.456
C 4.649 -1.509 -1.269
C 4.999 1.743 -2.643
H 4.626 1.924 3.214
H -6.170 1.484 2.720
H 3.000 5.016 -0.255
C 0.862 3.698 -1.191
H -7.036 0.843 -1.442
C -3.627 -3.656 0.704
C -5.168 0.029 -0.728
C -6.742 1.289 0.647
H -4.068 0.329 2.477
C -2.023 2.195 -4.460
C 0.802 -2.803 0.957
C -3.049 2.282 -2.319
C 0.071 -5.004 0.396
H -7.634 1.912 0.709
H -4.923 -0.426 -1.705
H -4.126 -5.118 -3.742
C 5.394 2.058 -1.228
H 1.186 -4.432 -1.927
H 0.088 -2.397 4.253
Ru -0.393 -0.129 0.129
H 5.702 -1.502 -0.962
C -4.441 -4.495 2.826
C -1.452 4.982 2.719
C 0.268 -4.352 2.742
H 0.663 -0.636 -2.905
```

lowest unoccupied orbital energy (spin up / spin down)	-3.387 / -5.413	eV
highest occupied orbital energy (spin up / spin down)	-7.524 / -9.625	eV
total charge	+1
2S+1	6
Kohn-Sham gap (spin up / spin down)	4.14 / 4.21	eV

Results of the Löwdin charge analysis, in e, for atoms 1 through 8:
1. H 0.114
2. H 0.111
3. H 0.080
4. H 0.102
5. C 0.001
6. H 0.050
7. H 0.103
8. H 0.075

=====

Model Q:
C54H55AsN4RuS2 as an isolated structure. Source: the OMol25 dataset; level of theory: ωB97M-V with the def2-TZVPD basis set.

```
117
Properties=species:S:1:pos:R:3
C 2.301 5.317 25.460
C -2.568 9.451 23.076
C -1.670 6.615 15.063
H 1.622 1.335 18.072
C -1.381 7.228 16.255
C -1.078 3.391 18.904
H 1.202 1.224 16.369
C 1.174 9.839 23.026
H 3.589 8.642 20.066
H -1.998 2.740 21.566
H 3.348 1.188 20.807
C 2.888 4.113 14.965
H 5.536 3.735 20.265
C 5.622 8.322 19.360
H 2.738 -0.231 23.619
H 2.650 0.403 16.961
N 4.327 4.374 18.603
C 3.624 2.071 13.147
H 2.807 -0.519 21.078
C 2.526 4.955 26.772
H -0.119 0.267 19.374
H 3.817 1.289 12.396
H 2.538 5.610 28.844
H -1.281 11.134 23.196
C -0.527 2.325 19.749
S 2.370 5.569 15.880
S 2.109 6.272 19.424
H 1.276 7.717 28.309
C 2.303 5.879 27.827
C -0.989 0.887 19.477
C -1.710 2.923 15.928
N -0.320 4.242 18.254
C 3.626 3.421 12.734
C 0.902 0.656 24.400
H 1.058 8.454 26.059
C 2.717 11.633 23.360
H 4.210 1.638 18.204
C -0.984 5.050 17.245
C 4.209 2.306 17.324
H 2.845 12.734 23.499
H 0.281 7.397 18.727
C -0.238 7.885 23.191
C 2.219 8.916 23.229
C 5.028 3.538 17.640
H 4.727 11.079 23.753
C 6.131 6.172 18.442
C -2.654 8.057 23.147
H 4.004 3.662 11.725
C 4.282 7.971 19.541
C 3.842 6.674 19.245
C -1.346 10.036 23.105
H 1.960 0.512 19.965
H -2.812 3.885 20.164
C -1.036 6.424 17.336
H 4.296 8.580 23.577
H -3.027 2.486 19.027
C 1.641 0.889 22.079
H 1.144 0.342 25.391
H -2.979 4.199 18.324
H -1.668 0.483 20.225
H -1.577 6.166 23.166
H -3.642 7.535 23.180
C 3.222 4.410 13.629
C -0.172 9.247 23.078
C -1.516 7.269 23.113
H -3.449 10.100 22.998
H 3.882 4.433 20.672
C 1.830 0.311 23.342
H -0.871 6.338 19.443
C 2.065 1.304 17.070
H -0.984 1.511 24.956
C -0.763 7.056 18.667
C -0.254 1.380 24.143
Ru 2.205 4.471 17.879
H 5.967 9.331 19.654
C 1.446 11.213 23.060
H -0.801 2.393 16.221
N 0.360 2.494 20.677
C 2.482 0.519 20.926
H -1.388 7.956 18.769
C -1.982 2.200 22.538
H 6.017 3.214 18.039
C 1.862 6.605 25.141
C 1.509 7.481 26.182
H -2.675 1.358 22.560
H -2.017 4.743 14.033
C -1.477 4.431 16.084
C 6.585 7.392 18.919
H 4.021 2.822 19.919
H 2.425 4.552 24.694
C -1.742 5.205 14.997
C -0.550 1.792 22.819
H 5.262 4.119 16.710
H -1.513 0.844 18.498
N 2.818 2.529 16.842
H 3.245 5.431 13.311
C 3.268 1.732 14.435
H -1.878 2.796 14.843
C -2.618 3.519 19.124
H 3.064 0.656 14.739
H 0.608 11.909 23.010
H 4.806 1.720 16.597
H 6.807 5.412 18.013
H -1.853 7.209 14.136
C 2.940 2.763 15.392
C 4.824 5.735 18.731
H -2.568 2.509 16.530
H -2.343 2.997 23.247
C 3.517 9.335 23.506
C 1.650 7.094 27.489
C 0.444 1.693 21.830
As 1.571 7.031 23.189
C 4.474 3.801 19.957
H 3.106 4.065 26.910
H -1.544 8.293 16.304
H 7.636 7.695 18.965
C 3.728 10.709 23.536
```

lowest unoccupied orbital energy (spin up / spin down)	-3.374 / -6.016	eV
highest occupied orbital energy (spin up / spin down)	-7.910 / -9.527	eV
total charge	+1
2S+1	6
Kohn-Sham gap (spin up / spin down)	4.54 / 3.51	eV

Results of the Löwdin charge analysis, in e, for atoms 1 through 8:
1. C -0.157
2. C -0.096
3. C -0.009
4. H 0.061
5. C -0.017
6. C -0.342
7. H 0.107
8. C -0.204

=====

Which one is most stable, and which one is least stable? model P is the most stable of them, while model Q is the least stable.

=====

Model P:
One molecule with the formula C5H5NO. Source: the OMol25 dataset; level of theory: ωB97M-V with the def2-TZVPD basis set.

```
12
Properties=species:S:1:pos:R:3
C -0.254 0.009 1.231
C 0.254 -0.819 -1.833
H 1.883 -0.442 0.700
N 0.458 -1.190 -2.910
C 1.069 0.253 0.473
C 0.025 -0.318 -0.488
H -1.002 1.702 -0.126
H 1.416 1.276 0.313
H -0.305 -0.064 2.339
O -0.405 -1.276 0.536
C -1.068 0.629 0.018
H -2.069 0.240 -0.254
```

lowest unoccupied orbital energy	0.797	eV
highest occupied orbital energy	-10.341	eV
Kohn-Sham gap	11.14	eV

Results of the Löwdin charge analysis, in e, for atoms 1 through 8:
1. C -0.197
2. C -0.091
3. H 0.124
4. N 0.166
5. C -0.017
6. C -0.457
7. H 0.108
8. H 0.119

=====

Model Q:
One molecule with the formula C5H5NO. Source: the OMol25 dataset; level of theory: ωB97M-V with the def2-TZVPD basis set.

```
12
Properties=species:S:1:pos:R:3
H 0.818 1.097 -2.184
H 1.573 1.454 0.044
C 0.800 0.714 0.241
N 0.140 -1.177 1.641
C -1.211 -0.548 -0.310
H 1.783 0.015 2.019
H -2.052 0.082 0.024
H -1.613 -1.144 -1.135
C -0.111 0.333 -0.714
O -0.026 0.652 -2.012
C 0.920 -0.133 1.366
C -1.023 -1.345 1.021
```

lowest unoccupied orbital energy (spin up / spin down)	-0.469 / -0.472	eV
highest occupied orbital energy (spin up / spin down)	-7.453 / -7.427	eV
Kohn-Sham gap (spin up / spin down)	6.98 / 6.96	eV

Results of the Löwdin charge analysis, in e, for atoms 1 through 8:
1. H 0.124
2. H 0.111
3. C -0.027
4. N -0.030
5. C -0.152
6. H 0.110
7. H 0.137
8. H 0.121

=====

Model R:
One molecule with the formula C5H5NO. Source: the OMol25 dataset; level of theory: ωB97M-V with the def2-TZVPD basis set.

```
12
Properties=species:S:1:pos:R:3
H -1.089 -1.498 -0.793
H 2.110 -1.975 0.118
C -0.720 -0.620 -0.273
H -1.295 0.342 1.524
C 0.503 1.145 -0.140
O 1.187 2.111 -0.334
C -0.937 0.834 -0.494
C 2.153 -0.871 0.185
H 0.475 -0.738 1.146
H -1.508 1.321 -1.270
N -1.619 0.127 0.578
C 0.827 -0.320 0.203
```

lowest unoccupied orbital energy	-0.667	eV
highest occupied orbital energy	-8.894	eV
Kohn-Sham gap	8.23	eV

Results of the Löwdin charge analysis, in e, for atoms 1 through 8:
1. H 0.141
2. H 0.009
3. C -0.168
4. H 0.113
5. C -0.331
6. O 0.128
7. C -0.166
8. C 0.206

=====

Which one is most stable, and which one is least stable? model P is the most stable of them, while model R is the least stable.